This record from the Open Molecules 2025 dataset describes a 4-piece molecular cluster, C24H57B2ClN4O19P3S5 overall in a non-equilibrium geometry. The level of theory is wB97M-V/def2-TZVPD.

Calculated values
E_HOMO	-9.3	eV
total charge	+1
frontier orbital gap	6.5	eV
lowest unoccupied orbital energy	-2.807	eV

CARTESIAN COORDINATES (ANGSTROEM)
H: -5.66 8.03 -1.08
O: -0.89 2.27 -0.63
S: -1.30 2.29 2.23
H: 10.90 3.67 1.46
H: -3.55 -2.54 3.83
H: -3.30 -1.37 -2.30
O: 5.35 -0.17 0.77
H: -1.28 3.19 -0.77
C: 10.36 1.64 2.00
C: -1.89 -2.42 2.10
N: -1.21 -3.30 1.06
O: -5.48 -2.40 1.61
P: -4.30 -1.86 0.39
H: 2.49 0.96 -3.62
H: -3.32 3.11 0.01
O: -3.55 5.98 -2.58
N: -1.80 -0.33 0.49
H: 0.35 -4.95 -2.11
B: 0.67 -3.35 -0.86
O: -5.04 6.09 -0.64
H: 2.70 0.27 1.54
H: -1.58 -0.51 -4.47
C: -4.78 7.39 -1.16
H: 2.95 1.87 -2.02
N: -3.07 -5.81 3.55
O: 11.45 3.20 3.38
C: 10.50 3.12 2.32
H: 1.03 0.69 2.25
O: 6.37 1.71 2.05
H: -2.04 -3.59 4.04
S: -5.40 -0.40 -0.39
H: 2.21 -4.42 -0.03
H: -5.51 -0.94 -3.23
H: 1.14 -1.39 3.82
C: -5.32 -0.12 -4.04
H: 1.12 1.79 -2.50
N: 0.64 -3.94 -2.29
C: -1.05 -0.65 -1.94
H: 6.11 -1.29 3.18
H: -4.61 1.81 -2.82
C: 1.62 0.68 1.22
H: -0.64 -1.47 -2.67
S: 12.48 1.93 3.27
O: -3.46 2.14 0.25
H: -0.51 0.35 -2.29
C: -2.60 -0.43 -2.35
H: -6.90 2.24 -1.82
C: -2.81 -3.20 3.21
H: -4.57 -3.09 -1.53
C: -2.70 -1.18 1.29
H: -7.34 0.49 -2.61
H: -2.02 -3.92 0.72
C: -3.91 -0.48 -4.79
H: 9.97 1.46 0.99
C: -2.55 -0.05 -3.98
B: -0.77 -1.69 3.14
Cl: -3.66 -0.11 2.54
C: -5.47 1.43 -3.52
H: 1.65 -4.05 -2.62
H: -0.78 -4.86 2.67
H: -0.99 -1.68 5.12
H: -3.20 -5.56 4.58
O: 7.39 0.94 -0.14
H: 9.55 3.57 2.62
O: -4.84 3.95 -1.90
H: -6.17 -0.27 -4.86
H: -5.50 2.12 -4.49
O: -1.21 -0.99 4.40
O: 1.99 -3.45 -0.22
O: -4.06 -3.20 -0.65
C: -0.34 -4.42 1.65
H: 0.74 -4.10 1.96
O: 0.69 -1.75 3.01
C: 2.14 1.18 -2.50
H: 7.09 -2.51 2.32
H: 1.74 -1.06 -2.50
C: -6.96 1.60 -2.80
H: 3.11 2.50 1.00
C: 5.55 -1.54 1.10
S: -4.04 5.02 -1.35
H: -3.96 7.83 -0.56
H: -2.42 1.14 -4.07
O: 7.50 -0.51 1.89
H: -0.36 -5.40 0.96
H: 5.93 -2.06 0.21
O: -2.92 4.79 -0.48
H: -4.71 -4.46 3.24
H: 4.60 -2.01 1.40
C: 1.94 2.29 0.90
H: -5.20 6.99 -3.25
H: -6.13 -3.02 1.13
O: 13.73 2.40 2.72
H: 1.45 3.00 1.73
H: -3.12 0.54 -1.87
C: -3.59 -4.56 2.82
H: 3.22 -0.54 -1.45
H: -3.76 8.00 -2.99
H: -7.74 2.13 -3.50
H: -3.86 -1.62 -5.14
P: 1.03 -0.36 -0.17
C: 2.09 -0.25 -1.71
C: -4.34 7.16 -2.60
H: -3.91 0.15 -5.80
O: 12.39 1.18 4.51
C: -0.71 -2.66 -0.19
C: -0.73 -0.99 -0.32
H: 1.64 2.62 -0.18
H: 9.72 1.13 2.73
C: 6.57 -1.55 2.22
H: -3.70 -6.63 3.40
H: -1.50 -2.93 -1.06
H: -3.74 -4.79 1.68
P: -1.88 1.38 0.56
O: 11.68 1.10 2.12
S: 6.70 0.67 1.10